Entry 1:
The following is a quantum chemistry calculation of C22H31N3O4 in the gas phase, from OMol25.

Output
Structure (SMILES): CCOC(=O)[C@@]1(CC(=O)N[C@@H](Cc2cccnc2)C2CCCC2)CCCNC1=O
Lowest unoccupied orbital energy, eV: 0.56
Total energy, eV: -35979.8790
Frontier orbital gap, eV: 9.73
Multiplicity: 1
ΔE to the lowest compared entry with this formula, charge and spin, kJ/mol: 39.57

Last column: natural (NBO) charge in e.
Atoms and positions in Å:
O -0.694172 -2.421124 -0.006468  -0.517
O -2.524474 0.072533 0.422034  -0.652
O -2.150944 -3.292187 1.457995  -0.590
O 1.599115 -0.840636 1.391264  -0.642
N 1.764572 -2.844636 2.389275  -0.612
N 0.500322 5.693687 -0.508617  -0.415
N -0.400492 0.808746 0.162472  -0.637
C -0.416423 4.906456 1.553667  -0.259
C 0.533047 1.464736 -3.477754  -0.408
C -1.197599 -2.602397 1.214711  0.828
C -1.382181 0.191358 0.845840  0.687
C -0.450772 -1.776115 2.269299  -0.243
C 1.736875 0.318685 -1.659145  -0.414
C -1.028367 3.848932 0.902115  -0.159
C -1.014188 -0.337065 2.229015  -0.470
C 1.431725 -3.699097 3.528466  -0.209
C 0.340415 5.797678 0.807772  0.023
C 0.710664 1.434339 -1.937830  -0.229
C -1.473029 2.558446 -1.223623  -0.430
C 1.053124 -1.761556 1.977057  0.718
C -0.067803 -3.782320 3.737322  -0.419
C -0.866494 3.707777 -0.471203  -0.058
C 2.530212 0.215033 -2.960351  -0.397
C 1.443955 0.354668 -4.025700  -0.400
C -0.095858 4.671234 -1.115662  0.026
C -1.469304 -3.003374 -1.078630  -0.074
C -0.780059 -2.661790 -2.375095  -0.627
C -0.699573 -2.400955 3.646885  -0.380
C -0.616667 1.278498 -1.197512  -0.016
H 1.908609 -3.296393 4.429064  0.182
H -1.638711 3.139529 1.448601  0.216
H -0.760377 -1.583432 -2.530605  0.211
H 0.839141 2.433890 -3.876201  0.207
H 1.850696 -4.689759 3.350363  0.206
H -0.281319 -1.738232 4.411847  0.206
H -1.628268 2.840343 -2.267931  0.216
H -1.205962 0.506714 -1.708120  0.203
H -0.525902 5.045514 2.620952  0.217
H 0.834441 6.636198 1.286162  0.190
H -1.530874 -4.079534 -0.916665  0.190
H 2.748527 -2.741317 2.184677  0.402
H 0.041155 4.612635 -2.192569  0.186
H 2.360732 0.521430 -0.788953  0.223
H -1.945300 -0.331509 2.794848  0.242
H -1.318677 -3.117883 -3.206192  0.221
H 1.161609 2.379042 -1.618793  0.211
H -2.449562 2.312837 -0.805088  0.241
H -0.261906 -4.229022 4.713195  0.224
H 1.223270 -0.628275 -1.464960  0.208
H 0.245588 -3.032646 -2.382998  0.214
H -0.508949 1.319211 -3.771332  0.206
H -0.298659 0.326964 2.715836  0.233
H -1.774813 -2.461667 3.809316  0.241
H -0.520548 -4.435401 2.990568  0.224
H 0.540162 0.649371 0.496552  0.441
H -2.476237 -2.589416 -1.024997  0.207
H 3.235187 1.048615 -3.036776  0.195
H 0.889483 -0.585420 -4.095582  0.194
H 1.830396 0.578476 -5.020189  0.211
H 3.101443 -0.710418 -3.041627  0.209

Atoms 1-2, force components in eV/Å:
0.000 -0.008 0.004
0.003 -0.013 -0.009

=====

Entry 2:
The following is a quantum chemistry calculation of a molecular structure, C22H31N5O3PS4Yb, from OMol25.

Output
Lowest unoccupied orbital energy (alpha / beta), eV: -0.07 / -0.07
⟨S²⟩: 0.7509
Total energy, eV: -121075.3005
Frontier orbital gap (alpha / beta), eV: 6.91 / 6.92
Multiplicity: 2

Last column: Mulliken spin population.
Atoms and positions in Å:
Yb -0.841806 -0.097582 -0.919211  1.013
S -2.110278 1.325526 0.761264  -0.002
S -0.831195 1.882593 -2.512409  0.001
S 2.546313 -2.332606 -0.837572  0.000
S 0.944091 -4.755332 -0.237179  0.000
P 2.032110 1.175295 0.631701  0.001
O -2.461490 -1.329858 -1.381146  -0.002
O -5.065374 -1.404980 -1.111421  0.000
O 1.154141 0.320812 -0.265147  -0.008
N 3.555375 1.024935 0.036559  0.000
N 1.768705 2.775722 0.718381  0.000
N -0.099894 -2.373259 -0.861728  -0.002
N 1.853554 0.672781 2.173340  0.000
N -1.252907 -3.172659 -0.675095  0.001
C 2.092424 3.608576 -0.451910  0.000
C -3.622523 -3.348606 -0.829244  0.000
C 4.677088 1.634154 0.738655  0.000
C 1.583114 -0.730421 2.472393  0.000
C -2.319397 2.796908 -0.235859  0.000
C -4.877610 -2.720774 -0.900666  0.000
C 2.387023 1.403411 3.318576  0.000
C 3.851374 0.669558 -1.344373  0.000
C -2.802023 5.256580 -1.513448  0.000
C 3.387897 -3.913439 -1.013908  0.000
C 0.959522 -3.055087 -0.653921  0.000
C -3.065985 3.815289 0.374741  0.000
C -6.040487 -3.476889 -0.733768  0.000
C -3.308213 5.028991 -0.240080  0.000
C -2.071710 4.261425 -2.137566  0.001
C -4.724657 -5.474594 -0.440475  0.000
C -5.963423 -4.832823 -0.507365  0.000
C -1.811808 3.023585 -1.530310  -0.002
C 0.684956 3.380347 1.509059  0.000
C -3.576654 -4.728628 -0.601998  0.000
C 2.735804 -4.877024 -0.041672  0.000
C -2.365268 -2.579223 -0.981993  -0.001
H 5.439249 0.891718 0.986232  0.000
H -1.683909 4.428529 -3.135621  0.000
H 2.227377 4.637092 -0.115914  0.000
H 1.685844 1.322369 4.150733  0.000
H -6.876664 -5.402706 -0.383483  0.000
H 3.294753 -4.263593 -2.041525  0.000
H 3.349625 0.994703 3.643220  0.000
H 2.512346 2.457433 3.089327  0.000
H 2.959044 0.330497 -1.859981  0.000
H -4.664366 -6.540954 -0.267551  0.000
H 2.505623 -1.289497 2.656930  0.000
H -3.461153 3.628535 1.365999  0.000
H 0.304755 2.685540 2.251205  0.000
H 5.139894 2.401817 0.109637  0.000
H -0.144407 3.660432 0.859146  0.000
H 3.015064 3.288295 -0.924431  0.000
H -3.892424 5.785024 0.270616  0.000
H 1.072350 4.274140 2.003338  0.000
H -6.991638 -2.964573 -0.791046  0.000
H 4.361868 2.119378 1.657655  0.000
H 1.280225 3.573276 -1.183093  0.000
H -2.979262 6.196468 -2.021076  0.000
H 4.256547 1.540483 -1.872231  0.000
H 4.598939 -0.127033 -1.386064  0.000
H -4.192416 -0.991324 -1.250262  0.000
H 3.022711 -5.907359 -0.252107  0.000
H 4.440200 -3.745322 -0.785953  0.000
H -2.603406 -5.200949 -0.556181  0.000
H 1.054844 -1.214232 1.658269  0.000
H 3.010967 -4.638643 0.985350  0.000
H 0.956605 -0.782271 3.363644  0.000

Atoms 1-2, force components in eV/Å:
0.584 1.019 -0.170
-0.092 0.268 0.088

=====

Entry 3:
The following is a quantum chemistry calculation of a molecular structure, C22H32AsF8N4O7, from OMol25.

Output
Lowest unoccupied orbital energy, eV: 1.99
Net charge: -1
Total energy, eV: -126208.2033
Frontier orbital gap, eV: 9.00
Multiplicity: 1

Last column: Löwdin charge in e.
Atoms and positions in Å:
As -2.245126 -4.460650 -3.969274  0.702
F -3.126778 -4.609866 -2.455694  -0.292
F -3.453101 -3.350605 -4.548931  -0.274
F -1.042017 -5.569134 -3.372245  -0.277
F -4.210119 0.926439 3.404248  0.149
F -3.151222 -5.792761 -4.624469  -0.273
F -1.346619 -3.129603 -3.293140  -0.274
F -1.370358 -4.303984 -5.464558  -0.272
F -1.354095 3.697251 2.656042  0.184
O -4.314757 3.100412 3.176757  0.186
O -2.480788 3.954253 0.800219  0.224
O -1.144204 -1.169943 -0.878774  0.064
O 0.949156 -0.306155 1.098330  0.008
O -0.556143 1.356384 1.597771  -0.004
O -1.499983 -1.519810 1.803962  0.027
O 1.697875 3.389908 0.719460  0.190
N -1.876521 1.020408 -0.795314  0.062
N -2.777123 1.977517 1.924502  0.166
N -3.952815 -1.775543 -1.061235  0.159
N 0.674901 1.520053 -0.334969  0.251
C -3.805568 2.071849 2.860241  -0.501
C 5.190002 0.683548 0.467868  -0.398
C 1.670144 -1.074135 0.128155  -0.152
C -3.804844 -1.912946 0.184639  -0.221
C -1.434131 0.595967 3.669597  -0.061
C -2.196626 3.279100 1.722403  -0.466
C 1.111955 2.514643 0.223379  -0.301
C 6.077694 0.412135 -0.776072  -0.072
C 0.000477 0.686155 3.983788  -0.107
C 1.155410 0.840690 4.256841  0.135
C -3.585624 -0.692277 1.052313  -0.091
C -1.283114 -0.090045 -0.045412  -0.379
C -1.779448 0.903933 2.174998  -0.272
C 5.712864 -0.092999 1.692728  -0.081
C 3.185950 -0.951713 0.258184  -0.331
C 3.684451 0.494328 0.234282  -0.157
C -1.819338 0.865632 -2.256356  -0.197
C -2.103780 -0.327872 1.258918  -0.285
C -1.425428 3.385451 -2.504734  -0.116
C 0.004982 0.541906 0.572317  -0.390
C 3.779860 -1.829109 -0.864488  -0.053
C -2.294316 2.192184 -2.901787  -0.231
H 2.122571 1.018082 4.661102  0.030
H -1.925141 4.309281 -2.805146  0.065
H 1.379491 -0.856080 -0.902289  0.139
H 3.206103 -2.751763 -0.966966  0.083
H -0.808982 0.687753 -2.619147  0.120
H -2.296729 2.021122 -3.979760  0.104
H -4.124365 0.139770 0.595104  0.118
H -0.741240 -1.917572 -0.418697  0.117
H -1.710139 -0.429096 3.920390  0.119
H -3.321557 2.371320 -2.564426  0.102
H -2.106063 -1.841558 2.480121  0.102
H -3.852728 -2.902533 0.650184  0.120
H -0.436517 3.310917 -2.964275  0.070
H 1.417973 -2.127820 0.297558  0.135
H 6.780645 -0.394879 -0.545122  0.067
H 6.626489 0.401811 2.030743  0.075
H 5.330366 1.742968 0.705340  0.122
H -1.922014 1.277151 4.369855  0.128
H 6.674404 1.284349 -1.041572  0.069
H -4.052842 -0.889351 2.023281  0.113
H 3.179845 1.000455 1.064662  0.108
H -4.066263 -2.711107 -1.461361  0.049
H 3.352438 0.999578 -0.677267  0.124
H 3.680611 -1.291640 -1.812935  0.087
H -2.858226 1.111620 -0.565920  0.106
H -1.270425 3.426580 -1.428980  0.033
H -2.505243 0.094250 -2.610750  0.109
H 3.507021 -1.419833 1.195412  0.133
H 4.998587 -0.031538 2.516048  0.075
H 5.939238 -1.122507 1.415751  0.071
H 4.835806 -2.031582 -0.699575  0.069
H 5.505149 0.070850 -1.635828  0.059

Atoms 1-2, force components in eV/Å:
0.069 0.053 -0.100
0.004 0.041 -0.005